No. 1
{
  "formula": "C5H13N2",
  "method": "ωB97M-V/def2-TZVPD",
  "e_lumo_ev": -4.04,
  "mol_weight_g_mol": 101.2,
  "fmax_ev_per_a": 2.54,
  "total_charge": 1,
  "smiles": "CCCC/[NH+]=C\\N",
  "e_above_lowest_kcal_mol": 36.8,
  "orbital_gap_ev": 10.5,
  "symbols": ["C", "C", "C", "C", "N", "C", "N", "H", "H", "H", "H", "H", "H", "H", "H", "H", "H", "H", "H", "H"],
  "positions_angstrom": [[-0.013, -1.406, -1.759], [0.649, -1.948, -0.457], [0.540, -1.115, 0.798], [1.101, 0.314, 0.814], [-1.784, 1.457, 0.827], [-0.750, 1.831, 0.117], [0.364, 1.195, -0.150], [-0.792, -0.664, -1.578], [-0.574, -2.214, -2.230], [0.729, -1.118, -2.504], [1.653, -2.334, -0.633], [0.020, -2.826, -0.311], [0.946, -1.605, 1.685], [-0.539, -1.033, 0.980], [1.049, 0.798, 1.784], [2.114, 0.338, 0.430], [-1.789, 0.563, 1.298], [-2.685, 1.861, 0.622], [-0.951, 2.701, -0.507], [0.676, 1.228, -1.111]],
  "forces_ev_per_a": [[0.26, -0.41, 0.07], [-0.73, -0.63, -0.78], [-0.51, 0.73, 0.66], [-0.68, -0.57, -1.59], [0.46, -0.55, 0.80], [-0.81, 0.12, -2.40], [0.21, -0.06, 1.56], [0.31, 0.31, -0.01], [0.18, -0.12, -0.03], [-0.16, 0.56, 0.04], [0.08, 0.24, -0.09], [0.41, -0.24, 0.71], [0.06, -0.28, -0.21], [0.03, -0.03, 0.27], [0.04, -0.09, 0.10], [0.33, -0.02, 0.30], [0.00, 0.09, 0.14], [0.10, 0.40, 0.36], [0.00, -0.12, -0.10], [0.42, 0.67, 0.20]]
}

***

No. 2
{
  "formula": "C4H14N3",
  "method": "ωB97M-V/def2-TZVPD",
  "e_lumo_ev": -3.14,
  "mol_weight_g_mol": 104.2,
  "fmax_ev_per_a": 3.02,
  "total_charge": 1,
  "smiles": "NC[C@H](N)CC[NH3+]",
  "e_above_lowest_kcal_mol": 32.3,
  "orbital_gap_ev": 9.5,
  "symbols": ["N", "C", "C", "C", "N", "C", "N", "H", "H", "H", "H", "H", "H", "H", "H", "H", "H", "H", "H", "H", "H"],
  "positions_angstrom": [[-1.282, 0.037, 0.368], [0.110, 0.579, 0.115], [1.036, -0.531, -0.370], [0.560, -1.603, -1.433], [-0.926, -1.923, -1.262], [0.652, 1.272, 1.375], [0.061, 2.637, 1.241], [-1.962, 0.500, -0.224], [-1.262, -1.356, -0.415], [-1.510, 0.127, 1.361], [-0.119, 1.295, -0.690], [1.340, -1.117, 0.515], [1.935, -0.037, -0.750], [1.146, -2.508, -1.296], [0.654, -1.205, -2.449], [-1.082, -2.919, -1.075], [-1.541, -1.697, -2.051], [0.471, 0.824, 2.364], [1.748, 1.526, 1.420], [0.730, 3.389, 1.416], [-0.758, 2.710, 1.841]],
  "forces_ev_per_a": [[0.54, -0.22, 0.84], [-0.87, -1.14, -0.47], [0.10, -1.23, 0.17], [-0.41, 1.67, 0.11], [0.14, -1.35, -0.02], [0.84, 2.81, -0.71], [-0.38, -0.13, 0.90], [-0.08, 0.38, 0.57], [-0.03, 0.48, 0.21], [-0.31, 0.00, -0.58], [1.03, 0.15, 0.48], [0.00, 0.26, -0.22], [-0.01, -0.31, -0.07], [-0.18, 0.02, -0.25], [0.21, -0.28, 0.22], [0.16, 0.24, -0.07], [0.54, 0.11, 0.04], [-0.42, -0.42, -0.55], [-0.76, -1.13, -0.71], [-0.52, -0.43, 0.25], [0.39, 0.53, -0.14]]
}

***

No. 3
{
  "formula": "C32H31N7O4SV",
  "method": "ωB97M-V/def2-TZVPD",
  "spin_multiplicity": 2,
  "e_lumo_ev": [-7.63, -7.49],
  "mol_weight_g_mol": 660.7,
  "fmax_ev_per_a": 0.97,
  "total_charge": 2,
  "e_above_lowest_kcal_mol": 5.1,
  "orbital_gap_ev": [4.8, 5.0],
  "symbols": ["V", "O", "C", "C", "C", "C", "C", "C", "C", "O", "N", "N", "C", "C", "C", "C", "C", "C", "N", "H", "H", "H", "H", "H", "H", "H", "H", "H", "H", "C", "C", "C", "N", "N", "C", "N", "S", "H", "H", "H", "H", "H", "H", "H", "C", "C", "C", "C", "C", "C", "N", "C", "C", "C", "C", "C", "C", "C", "O", "O", "C", "C", "H", "H", "H", "H", "H", "H", "H", "H", "H", "H", "H", "H", "H", "H"],
  "positions_angstrom": [[-0.502, 0.223, -1.472], [3.029, 4.142, -2.429], [3.733, 3.009, -2.450], [5.121, 3.129, -2.552], [5.911, 2.007, -2.590], [5.359, 0.716, -2.517], [4.006, 0.581, -2.397], [3.162, 1.719, -2.362], [1.755, 1.518, -2.247], [1.285, 0.276, -2.037], [0.891, 2.515, -2.381], [-0.367, 1.991, -2.333], [-1.413, 2.585, -2.765], [-2.629, 1.765, -2.721], [-3.847, 2.180, -3.197], [-4.914, 1.283, -3.163], [-4.713, 0.012, -2.661], [-3.454, -0.338, -2.199], [-2.428, 0.516, -2.217], [2.076, 3.940, -2.439], [5.542, 4.123, -2.610], [6.983, 2.123, -2.682], [5.999, -0.154, -2.557], [3.553, -0.398, -2.335], [-1.378, 3.594, -3.159], [-3.959, 3.178, -3.596], [-5.887, 1.581, -3.531], [-5.514, -0.712, -2.622], [-3.265, -1.323, -1.796], [1.888, -4.485, -4.078], [0.398, -4.192, -4.277], [-0.173, -3.437, -3.119], [-0.127, -2.164, -2.987], [-0.672, -1.748, -1.783], [-1.110, -2.733, -1.009], [-1.689, -2.551, 0.181], [-0.889, -4.261, -1.747], [2.276, -5.017, -4.944], [2.059, -5.106, -3.199], [2.448, -3.557, -3.964], [-0.157, -5.122, -4.405], [0.240, -3.587, -5.169], [-1.620, -1.657, 0.651], [-1.877, -3.346, 0.770], [-3.296, 2.900, 5.363], [-2.744, 1.687, 4.660], [-3.604, 0.845, 3.962], [-3.122, -0.293, 3.337], [-1.772, -0.599, 3.408], [-0.903, 0.251, 4.084], [0.473, -0.087, 4.188], [1.164, -0.844, 3.267], [2.020, -1.869, 3.684], [2.655, -2.681, 2.768], [2.453, -2.518, 1.395], [1.643, -1.493, 0.961], [1.031, -0.631, 1.880], [0.401, 0.600, 1.411], [0.450, 1.703, 1.792], [-0.424, 0.388, 0.171], [-1.370, 1.405, 4.704], [-0.407, 2.336, 5.393], [-4.384, 2.880, 5.366], [-2.981, 3.824, 4.873], [-2.956, 2.952, 6.397], [-4.662, 1.072, 3.934], [-3.809, -0.967, 2.838], [-1.396, -1.538, 3.017], [0.916, 0.071, 5.077], [2.148, -2.038, 4.745], [3.301, -3.472, 3.125], [2.951, -3.163, 0.685], [1.562, -1.299, -0.103], [0.559, 2.342, 4.887], [-0.242, 2.058, 6.438], [-0.778, 3.358, 5.395]],
  "forces_ev_per_a": [[0.77, -0.51, -0.31], [-0.03, -0.12, -0.05], [-0.03, 0.10, -0.03], [0.01, 0.01, 0.00], [0.05, -0.05, 0.00], [0.02, 0.08, 0.00], [-0.03, 0.05, 0.06], [0.16, -0.21, 0.07], [-0.31, -0.09, -0.01], [-0.53, 0.44, 0.08], [-0.15, -0.23, -0.14], [0.37, 0.48, -0.18], [-0.15, 0.07, 0.09], [0.33, 0.02, 0.11], [-0.18, 0.02, -0.05], [0.00, 0.06, -0.02], [-0.03, -0.05, 0.01], [0.08, 0.06, 0.06], [-0.21, 0.22, -0.13], [0.02, 0.08, 0.03], [0.00, -0.01, 0.00], [-0.01, -0.01, 0.01], [0.01, 0.01, 0.00], [0.00, 0.00, -0.02], [-0.03, -0.02, -0.06], [-0.02, -0.01, 0.00], [0.01, 0.00, 0.00], [0.00, 0.01, 0.00], [0.01, 0.00, 0.00], [-0.02, 0.02, 0.03], [-0.05, 0.00, 0.04], [0.12, -0.09, -0.06], [-0.27, 0.11, 0.22], [0.15, -0.43, -0.03], [0.17, 0.14, -0.16], [-0.11, 0.04, 0.18], [0.04, -0.14, -0.05], [0.00, 0.00, 0.00], [0.00, 0.00, 0.00], [0.01, -0.01, -0.01], [-0.02, 0.01, -0.04], [0.01, 0.01, 0.00], [0.04, -0.01, -0.01], [-0.01, 0.00, -0.02], [-0.01, -0.03, -0.04], [-0.02, 0.09, 0.05], [0.04, 0.05, 0.04], [0.06, -0.07, -0.09], [-0.13, -0.14, -0.04], [0.27, -0.06, -0.02], [-0.09, 0.16, -0.15], [0.00, 0.01, 0.00], [-0.01, 0.01, 0.04], [0.03, -0.04, -0.07], [0.00, 0.00, 0.14], [0.08, 0.08, -0.11], [-0.19, -0.15, -0.11], [0.35, 0.19, 0.46], [-0.19, 0.07, -0.06], [-0.31, -0.22, 0.20], [0.02, 0.28, 0.03], [-0.03, -0.02, -0.01], [0.01, 0.00, -0.01], [0.01, -0.01, -0.01], [0.00, -0.02, 0.00], [0.01, 0.00, 0.01], [0.02, 0.00, 0.02], [0.01, -0.02, -0.01], [-0.03, -0.15, 0.07], [-0.01, -0.02, -0.01], [0.00, 0.01, -0.01], [0.01, 0.00, 0.01], [-0.05, 0.00, 0.05], [0.00, -0.02, 0.00], [-0.01, -0.03, -0.01], [-0.02, -0.01, 0.00]]
}

***

No. 4
{
  "formula": "C2H3BrN2S",
  "method": "ωB97M-V/def2-TZVPD",
  "e_lumo_ev": 0.55,
  "mol_weight_g_mol": 167.0,
  "fmax_ev_per_a": 4.76,
  "total_charge": 0,
  "e_above_lowest_kcal_mol": 9.1,
  "orbital_gap_ev": 10.6,
  "symbols": ["C", "C", "N", "N", "S", "Br", "H", "H", "H"],
  "positions_angstrom": [[1.666, -0.077, -0.696], [-0.293, 0.524, -0.467], [0.640, 0.101, -1.392], [-0.114, 0.555, 0.774], [1.511, 0.167, 1.041], [-2.569, -0.508, 2.014], [2.628, -0.199, -1.134], [-1.229, 0.794, -0.999], [-1.830, 0.186, 2.911]],
  "forces_ev_per_a": [[3.19, -0.22, 1.65], [-3.12, -0.04, -3.60], [-1.09, 0.80, 0.21], [1.49, 0.58, 1.97], [-0.79, -0.15, -1.49], [-1.68, -1.29, -0.99], [0.71, -0.62, -0.15], [0.18, -0.09, 1.19], [1.11, 1.03, 1.21]]
}

***

No. 5
{
  "formula": "C11H15BF15IN6O5S3",
  "method": "ωB97M-V/def2-TZVPD",
  "e_lumo_ev": -1.34,
  "mol_weight_g_mol": 830.2,
  "fmax_ev_per_a": 2.02,
  "total_charge": 0,
  "orbital_gap_ev": 7.6,
  "symbols": ["C", "C", "C", "I", "N", "C", "B", "N", "O", "N", "C", "N", "N", "C", "C", "C", "F", "F", "C", "F", "F", "S", "F", "F", "F", "F", "F", "H", "H", "H", "H", "H", "H", "H", "H", "H", "H", "H", "H", "H", "H", "H", "C", "F", "F", "F", "S", "O", "O", "N", "S", "O", "O", "C", "F", "F", "F"],
  "positions_angstrom": [[0.951, 2.978, -1.583], [0.623, 1.586, -2.170], [1.847, 0.686, -2.144], [1.552, -1.146, -3.232], [2.478, 0.484, -0.845], [3.805, 0.385, -0.674], [4.969, 0.400, -1.758], [5.666, -0.830, -1.914], [5.247, 1.536, -2.475], [4.117, 0.248, 0.612], [2.945, 0.244, 1.265], [2.806, 0.110, 2.615], [1.929, 0.355, 0.391], [0.504, 0.383, 0.738], [-0.338, -0.761, 0.218], [-0.149, -2.106, 0.966], [0.834, -1.958, 1.906], [-1.305, -2.276, 1.616], [0.228, -3.274, 0.029], [-0.424, -3.186, -1.123], [1.537, -3.114, -0.238], [-0.034, -5.034, 0.723], [-0.172, -5.611, -0.748], [-1.586, -4.771, 0.751], [0.144, -4.490, 2.196], [1.518, -5.352, 0.655], [-0.274, -6.474, 1.305], [0.250, 3.257, -0.800], [1.948, 3.014, -1.141], [0.925, 3.744, -2.351], [-0.222, 1.153, -1.651], [0.380, 1.731, -3.218], [2.613, 1.186, -2.727], [6.105, -1.154, -1.059], [6.389, -0.784, -2.623], [5.439, 1.329, -3.397], [2.663, 0.893, 3.225], [2.758, -0.807, 3.020], [0.452, 0.481, 1.817], [0.090, 1.312, 0.356], [-0.207, -0.859, -0.857], [-1.379, -0.470, 0.375], [-5.734, -0.485, 0.884], [-5.764, -1.706, 0.349], [-6.913, 0.096, 0.678], [-5.555, -0.607, 2.201], [-4.376, 0.487, 0.114], [-4.712, 0.561, -1.277], [-3.166, -0.226, 0.440], [-4.556, 1.813, 0.943], [-3.533, 2.991, 0.667], [-3.656, 3.629, -0.611], [-2.188, 2.742, 1.129], [-4.237, 4.185, 1.876], [-4.198, 3.695, 3.118], [-5.503, 4.474, 1.586], [-3.529, 5.315, 1.849]],
  "forces_ev_per_a": [[0.09, -0.09, 0.22], [0.35, 0.62, 0.32], [-0.29, 0.19, -0.32], [0.00, -0.02, 0.11], [0.41, -0.16, 0.15], [0.57, 0.42, 0.52], [0.18, -0.35, -0.26], [0.54, 0.74, 0.00], [-1.17, -0.28, -0.35], [-0.39, -0.11, -0.02], [0.53, -0.16, -0.38], [-0.23, -0.04, 0.16], [-0.19, 0.00, 0.47], [-0.56, 0.46, -0.24], [0.70, -0.23, -0.20], [-0.59, 1.92, -0.22], [0.09, -0.43, 0.00], [-0.10, -0.97, 0.38], [0.48, -0.36, 0.27], [-0.45, 0.01, 0.03], [0.08, 0.04, -0.07], [0.29, -0.10, -0.55], [-0.01, -0.06, -0.04], [-0.11, 0.10, 0.22], [-0.11, 0.01, 0.12], [0.08, 0.04, 0.21], [-0.11, 0.02, -0.01], [-0.14, 0.06, -0.02], [0.08, -0.02, 0.02], [-0.06, 0.05, -0.05], [-0.19, -0.17, -0.28], [-0.25, -0.35, -0.07], [0.17, -0.02, 0.08], [-0.51, -0.57, 0.07], [0.06, -0.13, 0.01], [0.52, 0.27, 0.01], [-0.04, 0.13, -0.11], [0.00, -0.05, -0.03], [0.21, -0.18, 0.08], [-0.06, 0.08, 0.01], [0.03, -0.20, -0.05], [0.10, -0.06, -0.07], [-0.17, 0.06, 0.34], [0.10, 0.01, -0.08], [0.01, 0.02, -0.09], [0.08, -0.03, -0.02], [-0.38, 0.08, -0.19], [-0.02, 0.05, 0.01], [-0.02, -0.26, 0.16], [0.43, 0.11, -0.38], [-0.18, 0.21, 0.11], [-0.04, -0.04, -0.08], [0.23, -0.20, 0.06], [-0.27, -0.09, 0.25], [0.09, 0.00, -0.01], [0.03, 0.02, -0.09], [0.11, 0.01, -0.08]]
}

***

No. 6
{
  "formula": "C28H24Co2NO6",
  "method": "ωB97M-V/def2-TZVPD",
  "e_lumo_ev": -6.27,
  "mol_weight_g_mol": 588.4,
  "fmax_ev_per_a": 7.15,
  "total_charge": 1,
  "e_above_lowest_kcal_mol": 0.0,
  "orbital_gap_ev": 3.1,
  "symbols": ["C", "C", "C", "C", "C", "C", "N", "C", "C", "C", "C", "C", "C", "C", "C", "C", "C", "C", "C", "C", "H", "H", "H", "H", "H", "H", "H", "H", "H", "H", "H", "H", "H", "H", "H", "H", "H", "H", "H", "H", "H", "O", "C", "Co", "C", "O", "C", "O", "C", "C", "C", "Co", "C", "O", "C", "O", "C", "O", "H", "H", "H"],
  "positions_angstrom": [[-0.620, 4.896, -2.330], [-0.517, 4.089, -1.191], [-0.323, 2.718, -1.319], [-0.262, 2.098, -2.586], [-0.148, 0.662, -2.777], [-0.861, -0.270, -2.069], [-0.736, -1.631, -2.292], [0.327, -2.083, -3.164], [0.584, -3.585, -3.020], [-0.694, -4.365, -3.281], [-1.747, -3.912, -2.287], [-1.968, -2.403, -2.360], [-1.844, 0.113, -1.023], [-2.888, 0.995, -1.324], [-3.791, 1.410, -0.349], [-3.659, 0.937, 0.960], [-2.638, 0.036, 1.277], [-1.754, -0.393, 0.284], [-0.333, 2.938, -3.718], [-0.536, 4.308, -3.598], [-0.748, 5.975, -2.230], [-0.578, 4.531, -0.195], [-0.222, 2.107, -0.424], [0.501, 0.335, -3.588], [0.069, -1.895, -4.222], [1.255, -1.552, -2.919], [1.367, -3.860, -3.736], [0.938, -3.789, -1.999], [-1.039, -4.174, -4.304], [-0.511, -5.433, -3.157], [-2.713, -4.387, -2.492], [-1.425, -4.169, -1.268], [-2.643, -2.125, -1.543], [-2.481, -2.198, -3.321], [-2.957, 1.385, -2.337], [-4.586, 2.110, -0.622], [-4.355, 1.273, 1.731], [-2.506, -0.322, 2.303], [-0.930, -1.054, 0.546], [-0.251, 2.467, -4.696], [-0.607, 4.922, -4.498], [1.061, 3.983, 4.089], [1.751, 3.091, 4.334], [2.685, 1.625, 4.597], [4.204, 1.856, 3.772], [5.200, 1.902, 3.174], [3.256, 1.597, 6.236], [3.616, 1.460, 7.331], [1.633, 0.005, 4.509], [1.616, 0.181, 3.111], [0.939, 0.670, 2.054], [2.648, -1.413, 3.908], [3.986, -1.633, 2.797], [4.844, -1.665, 2.025], [1.454, -2.661, 3.547], [0.566, -3.337, 3.241], [3.423, -1.861, 5.437], [3.921, -2.015, 6.468], [0.806, -0.098, 5.230], [1.227, 0.453, 1.036], [-0.009, 1.152, 2.242]],
  "forces_ev_per_a": [[-0.05, -0.13, -0.02], [0.09, 0.08, -0.25], [0.04, -0.06, -0.42], [0.08, 1.42, 0.27], [-0.48, -1.15, 0.54], [0.61, 0.73, -0.90], [0.37, -0.28, 0.76], [0.17, -0.42, -0.23], [-0.01, 0.26, -0.07], [0.10, -0.08, 0.24], [-0.07, 0.26, 0.13], [-0.49, -0.39, -0.32], [-0.54, 0.07, 0.52], [0.10, -0.03, -0.02], [0.12, -0.17, 0.11], [-0.02, 0.03, -0.05], [0.03, 0.10, -0.16], [0.13, 0.53, -0.08], [-0.06, -0.34, 0.37], [0.18, 0.09, 0.23], [-0.02, -0.36, -0.05], [0.04, -0.06, -0.29], [-0.07, 0.07, -0.12], [-0.26, 0.04, 0.13], [0.13, 0.18, 0.08], [-0.30, 0.10, -0.09], [-0.05, -0.01, 0.21], [0.03, -0.03, -0.23], [0.03, -0.12, 0.03], [-0.04, -0.06, -0.21], [0.17, -0.03, 0.18], [-0.11, -0.09, -0.16], [0.19, 0.16, -0.30], [0.01, 0.13, 0.20], [-0.05, -0.08, 0.19], [0.26, -0.27, 0.19], [0.19, -0.11, -0.19], [-0.18, 0.08, -0.35], [-0.18, -0.11, -0.15], [-0.07, 0.18, 0.08], [0.03, -0.16, 0.31], [2.16, -2.39, 0.49], [-3.40, 3.84, 0.33], [-0.58, -3.40, -2.27], [6.12, 0.27, -3.68], [-3.29, 0.04, 2.07], [0.31, -0.34, 4.82], [-0.84, 0.52, -3.57], [-3.06, 0.00, 0.58], [0.19, -1.28, 1.76], [0.50, -0.40, 0.66], [0.20, 4.02, -0.03], [4.07, -0.63, -4.52], [-2.42, 0.08, 2.39], [-3.43, -2.06, -1.08], [2.97, 1.92, 1.03], [1.54, -1.41, 4.93], [-1.39, 0.48, -3.23], [0.32, 0.07, -0.53], [-0.12, -0.13, -0.14], [0.09, 0.86, -0.13]]
}